--- 1 ---
Here is the ion C2F3O2S with charge -1 from OMol25. Energies are from the ωB97M-V functional and the def2-TZVPD basis.

Its net charge is -1. The gap between HOMO and LUMO (spin up / spin down) is 6.7 / 7.1 eV.

Last columns: bonded neighbours and bond lengths (Å).
Element x y z (Å)
1 F 0.821 1.102 1.972  C6 1.392
2 F 0.929 -0.520 -1.332  C7 1.358
3 S -1.501 -0.191 -0.671  O4 1.469, O5 1.509, C7 1.859
4 O -1.643 -1.383 -1.518  S3 1.469
5 O -2.291 -0.298 0.609  S3 1.509
6 C 1.049 1.004 0.602  F1 1.392, C7 1.861, F8 1.352
7 C 0.257 -0.501 -0.153  F2 1.358, S3 1.859, C6 1.861
8 F 2.379 0.788 0.491  C6 1.352



--- 2 ---
Here is a cluster of 2 separate species, C2F3O2S in total from OMol25. Energies are from the ωB97M-V functional and the def2-TZVPD basis.

Its net charge is -1. The gap between HOMO and LUMO is 6.3 eV.

Last columns: bonded neighbours and bond lengths (Å).
Element x y z (Å)
1 S 0.752 -1.417 0.511  O3 1.469, O7 1.467
2 C -0.668 0.878 0.277  F5 1.360, C6 1.338, F8 1.434
3 O 0.816 -2.584 -0.379  S1 1.469
4 F -0.881 1.296 -2.131  C6 1.439
5 F -0.061 1.092 1.475  C2 1.360
6 C -0.354 1.575 -0.821  C2 1.338, F4 1.439
7 O 2.036 -0.708 0.491  S1 1.467
8 F -1.642 -0.131 0.577  C2 1.434



List of relative energies, unit kJ/mol: 1 110.9; 2 0.0



--- 1 ---
Here is the molecule C16H15ClN4S from OMol25. Energies are from the ωB97M-V functional and the def2-TZVPD basis.

The SMILES is N#CCCN(Cc1cccnc1)C(=S)Nc1ccccc1Cl. The gap between HOMO and LUMO is 8.8 eV.

Last columns: bonded neighbours and bond lengths (Å).
Element x y z (Å)
1 H -0.111 0.508 -1.036  C6 1.091
2 C 3.324 0.516 -1.901  C14 1.382, H34 1.079, C35 1.384
3 C 0.238 -1.547 0.485  N24 1.371, N29 1.357, S32 1.656
4 C 1.561 -1.102 -1.585  C14 1.395, C17 1.400, N24 1.388
5 C -1.849 1.014 0.087  C6 1.509, C10 1.391, C30 1.390
6 C -0.361 0.787 -0.011  H1 1.091, C5 1.509, H28 1.095, N29 1.455
7 H -5.562 1.758 0.387  C21 1.082
8 Cl 0.660 -2.688 -3.590  C17 1.737
9 C 1.054 -0.194 3.146  H25 1.094, H27 1.094, C33 1.440, C36 1.537
10 C -2.743 -0.043 -0.049  C5 1.391, H15 1.081, C31 1.383
11 N 0.613 0.539 5.582  C33 1.142
12 H -4.819 -0.593 -0.041  C31 1.078
13 H -0.611 0.979 2.408  C36 1.091
14 C 2.411 -0.118 -1.080  C2 1.382, C4 1.395, H20 1.078
15 H -2.379 -1.045 -0.227  C10 1.081
16 C 2.597 -0.811 -3.757  C17 1.382, H26 1.079, C35 1.385
17 C 1.680 -1.442 -2.938  C4 1.400, Cl8 1.737, C16 1.382
18 H 4.128 0.673 -3.881  C35 1.078
19 H -1.733 3.139 0.438  C30 1.083
20 H 2.363 0.129 -0.031  C14 1.078
21 C -4.514 1.509 0.293  H7 1.082, C31 1.388, N37 1.321
22 H 0.467 -2.740 -1.108  N24 1.015
23 H -0.977 -0.741 2.657  C36 1.096
24 N 0.642 -1.788 -0.803  C3 1.371, C4 1.388, H22 1.015
25 H 1.372 -1.240 3.135  C9 1.094
26 H 2.665 -1.095 -4.796  C16 1.079
27 H 1.860 0.426 2.740  C9 1.094
28 H 0.177 1.709 0.233  C6 1.095
29 N 0.065 -0.267 0.897  C3 1.357, C6 1.455, C36 1.452
30 C -2.380 2.277 0.325  C5 1.390, H19 1.083, N37 1.320
31 C -4.100 0.206 0.056  C10 1.383, H12 1.078, C21 1.388
32 S -0.044 -2.855 1.461  C3 1.656
33 C 0.812 0.205 4.508  C9 1.440, N11 1.142
34 H 3.973 1.272 -1.488  C2 1.079
35 C 3.416 0.178 -3.240  C2 1.384, C16 1.385, H18 1.078
36 C -0.220 -0.033 2.301  C9 1.537, H13 1.091, H23 1.096, N29 1.452
37 N -3.674 2.520 0.422  C21 1.321, C30 1.320



--- 2 ---
Here is the molecule C16H15ClN4S from OMol25. Energies are from the ωB97M-V functional and the def2-TZVPD basis.

The SMILES is S=c1[nH]nc(CNc2ccc(Cl)cc2)n1Cc1ccccc1. The gap between HOMO and LUMO is 8.6 eV.

Last columns: bonded neighbours and bond lengths (Å).
Element x y z (Å)
1 Cl 4.121 1.100 -5.615  C12 1.732
2 H 2.283 0.806 0.505  N36 1.009
3 H -2.112 0.634 0.304  C31 1.081
4 C 0.769 -0.539 0.081  C16 1.488, H17 1.102, N36 1.438, H37 1.103
5 H -1.293 -2.228 0.683  C18 1.094
6 N 0.226 0.584 3.415  N19 1.355, H24 1.006, C25 1.358
7 C 3.468 1.312 -1.690  H28 1.080, C32 1.378, C33 1.399
8 H -6.349 -1.500 1.629  C15 1.080
9 H -4.243 1.728 -0.208  C14 1.080
10 C 2.479 -0.114 -3.845  C12 1.384, H13 1.079, C34 1.382
11 N -0.739 -0.818 2.088  C16 1.367, C18 1.439, C25 1.380
12 C 3.483 0.820 -4.029  Cl1 1.732, C10 1.384, C32 1.387
13 H 2.098 -0.669 -4.689  C10 1.079
14 C -4.241 0.776 0.302  H9 1.080, C29 1.384, C31 1.383
15 C -5.421 -1.036 1.331  H8 1.080, C22 1.383, C29 1.384
16 C 0.331 -0.234 1.470  C4 1.488, N11 1.367, N19 1.296
17 H 0.909 -1.627 -0.019  C4 1.102
18 C -1.709 -1.748 1.573  H5 1.094, N11 1.439, H20 1.095, C23 1.512
19 N 0.925 0.610 2.255  N6 1.355, C16 1.296
20 H -1.880 -2.508 2.343  C18 1.095
21 S -1.910 -0.642 4.521  C25 1.635
22 C -4.219 -1.655 1.623  C15 1.383, C23 1.387, H27 1.080
23 C -3.019 -1.066 1.250  C18 1.512, C22 1.387, C31 1.389
24 H 0.489 1.159 4.197  N6 1.006
25 C -0.817 -0.283 3.359  N6 1.358, N11 1.380, S21 1.635
26 H 1.195 -1.079 -2.456  C34 1.078
27 H -4.210 -2.596 2.152  C22 1.080
28 H 3.853 1.867 -0.848  C7 1.080
29 C -5.435 0.181 0.670  C14 1.384, C15 1.384, H35 1.080
30 H 4.766 2.260 -3.099  C32 1.079
31 C -3.038 0.154 0.588  H3 1.081, C14 1.383, C23 1.389
32 C 3.983 1.534 -2.950  C7 1.378, C12 1.387, H30 1.079
33 C 2.451 0.374 -1.480  C7 1.399, C34 1.397, N36 1.373
34 C 1.968 -0.338 -2.581  C10 1.382, H26 1.078, C33 1.397
35 H -6.373 0.667 0.449  C29 1.080
36 N 2.001 0.146 -0.204  H2 1.009, C4 1.438, C33 1.373
37 H -0.028 -0.243 -0.623  C4 1.103



List of relative energies, unit kJ/mol: 1 42.1; 2 0.0



--- 1 ---
Here is a cluster of 3 separate species, C5H11NO2 in total from OMol25. Energies are from the ωB97M-V functional and the def2-TZVPD basis.

Its net charge is +1. The gap between HOMO and LUMO (spin up / spin down) is 10.1 / 6.1 eV. Its expectation value of S² is 0.761. Its spin multiplicity is 2.

Last columns: bonded neighbours and bond lengths (Å).
Element x y z (Å)
1 H 0.314 1.240 2.180  O8 0.951
2 C -0.553 0.123 -1.184  H9 1.072, C11 1.411, C17 1.396
3 H 2.770 -1.940 -0.217  C19 1.081
4 N 0.803 -0.900 -2.719  C6 1.368, H15 1.005, C17 1.361
5 H -0.778 0.434 -3.334  C17 1.082
6 C 1.246 -1.224 -1.465  N4 1.368, C11 1.405, C19 1.481
7 H 3.177 -1.994 -1.954  C19 1.091
8 O 0.166 1.863 1.478  H1 0.951, H14 0.972
9 H -1.387 0.483 -0.616  C2 1.072
10 H -3.321 2.303 5.114  O16 0.977
11 C 0.399 -0.659 -0.497  C2 1.411, C6 1.405, H18 1.074
12 H 2.030 -3.156 -1.349  C19 1.095
13 H -4.501 2.450 4.214  O16 0.947
14 H 0.094 2.685 1.991  O8 0.972
15 H 1.310 -1.083 -3.568  N4 1.005
16 O -4.270 2.536 5.129  H10 0.977, H13 0.947
17 C -0.288 -0.107 -2.535  C2 1.396, N4 1.361, H5 1.082
18 H 0.400 -0.923 0.544  C11 1.074
19 C 2.389 -2.130 -1.211  H3 1.081, C6 1.481, H7 1.091, H12 1.095



--- 2 ---
Here is the ion C5H11NO2 with charge +1 from OMol25. Energies are from the ωB97M-V functional and the def2-TZVPD basis.

Its net charge is +1. The gap between HOMO and LUMO (spin up / spin down) is 10.9 / 5.6 eV. Its expectation value of S² is 0.760. Its spin multiplicity is 2.

Last columns: bonded neighbours and bond lengths (Å).
Element x y z (Å)
1 H -1.277 -0.397 0.734  C5 1.113
2 C 0.568 1.364 1.758  N9 1.451, H10 1.173, H12 1.081, H16 1.069
3 H 0.210 -0.029 -2.530  O7 0.996
4 C 0.269 -0.919 -0.845  C5 1.545, H6 1.150, O7 1.439, C19 1.503
5 C -0.912 -0.102 -0.275  H1 1.113, C4 1.545, C8 1.605, H18 1.166
6 H 1.242 -0.379 -0.557  C4 1.150
7 O 0.111 -0.986 -2.274  H3 0.996, C4 1.439
8 C -0.515 1.442 -0.459  C5 1.605, N9 1.420, O15 1.207
9 N 0.452 1.962 0.441  C2 1.451, C8 1.420, H13 1.052
10 H 1.259 0.422 1.852  C2 1.173
11 H -0.875 -2.559 0.210  C19 1.126
12 H 0.929 2.172 2.378  C2 1.081
13 H 0.718 2.973 0.324  N9 1.052
14 H 0.843 -2.582 0.596  C19 1.142
15 O -0.946 2.113 -1.366  C8 1.207
16 H -0.404 1.220 2.180  C2 1.069
17 H 0.065 -3.172 -0.992  C19 1.165
18 H -1.859 -0.257 -0.937  C5 1.166
19 C 0.122 -2.286 -0.238  C4 1.503, H11 1.126, H14 1.142, H17 1.165



List of relative energies, unit kJ/mol: 1 0.0; 2 222.7



--- 1 ---
Here is a cluster of 2 separate species, C4H7F2N2 in total from OMol25. Energies are from the ωB97M-V functional and the def2-TZVPD basis.

Its net charge is +1. The gap between HOMO and LUMO is 10.8 eV.

Last columns: bonded neighbours and bond lengths (Å).
Element x y z (Å)
1 C 2.157 -1.174 2.337  F8 1.299, F14 1.328
2 C -0.319 0.749 0.493  H5 1.022, N7 1.316, N15 1.305
3 H 0.600 -0.397 -2.077  C11 1.048
4 H -1.254 0.990 -2.409  C9 1.045
5 H 0.014 1.297 1.288  C2 1.022
6 H 1.091 -0.771 0.570  N7 1.031
7 N 0.392 -0.251 0.019  C2 1.316, H6 1.031, C11 1.505
8 F 2.368 -1.752 3.482  C1 1.299
9 C -1.266 0.375 -1.565  H4 1.045, H10 1.037, C11 1.484, N15 1.541
10 H -2.100 -0.241 -1.551  C9 1.037
11 C -0.139 -0.567 -1.353  H3 1.048, N7 1.505, C9 1.484, H13 1.093
12 H -1.803 2.046 -0.168  N15 0.997
13 H -0.428 -1.618 -1.427  C11 1.093
14 F 1.962 0.107 2.630  C1 1.328
15 N -1.276 1.206 -0.268  C2 1.305, C9 1.541, H12 0.997



--- 2 ---
Here is a cluster of 2 separate species, C4H7F2N2 in total from OMol25. Energies are from the ωB97M-V functional and the def2-TZVPD basis.

Its net charge is +1. The gap between HOMO and LUMO is 10.2 eV.

Last columns: bonded neighbours and bond lengths (Å).
Element x y z (Å)
1 H 1.475 1.147 -1.429  N10 1.015
2 H -2.849 0.211 -0.897  C5 1.095
3 H -1.469 -0.443 1.859  C7 1.060
4 H -2.611 -1.508 -0.502  C5 1.053
5 C -2.251 -0.530 -0.355  H2 1.095, H4 1.053, C6 1.477, C7 1.580
6 C -0.797 -0.279 -0.304  C5 1.477, C7 1.491, F8 1.432, F13 1.353
7 C -1.555 0.065 0.933  H3 1.060, C5 1.580, C6 1.491, H12 1.128
8 F -0.416 0.854 -1.091  C6 1.432
9 C 2.194 -0.001 0.105  N10 1.322, N14 1.188
10 N 2.296 0.794 -0.946  H1 1.015, C9 1.322, H15 1.011
11 H 2.356 -1.018 1.953  N14 1.057
12 H -1.824 1.143 1.124  C7 1.128
13 F 0.155 -1.224 -0.480  C6 1.353
14 N 2.067 -0.280 1.252  C9 1.188, H11 1.057
15 H 3.228 1.070 -1.223  N10 1.011



List of relative energies, unit kJ/mol: 1 0.0; 2 58.2



--- 1 ---
Here is the ion C4H10N2OS with charge -2 from OMol25. Energies are from the ωB97M-V functional and the def2-TZVPD basis.

Its net charge is -2. The SMILES is N[C@@H](C[S-])CNC[O-]. The gap between HOMO and LUMO is 5.7 eV.

Last columns: bonded neighbours and bond lengths (Å).
Element x y z (Å)
1 O 3.169 0.089 1.714  C5 1.340
2 C -0.562 -0.767 -0.722  C4 1.521, C11 1.497, N14 1.506, H15 1.141
3 H -1.136 1.334 -0.960  C11 1.107
4 C 0.224 -0.167 0.434  C2 1.521, H9 1.157, N16 1.453, H18 1.177
5 C 2.077 0.859 1.613  O1 1.340, H7 1.080, H12 1.088, N16 1.622
6 H -2.196 -2.107 -0.831  N14 1.045
7 H 2.416 1.850 1.875  C5 1.080
8 S -2.802 0.446 -2.075  C11 1.782
9 H 0.337 -1.013 1.215  C4 1.157
10 H 2.117 0.569 -0.461  N16 1.117
11 C -1.112 0.377 -1.516  C2 1.497, H3 1.107, S8 1.782, H13 1.040
12 H 1.353 0.589 2.379  C5 1.088
13 H -0.412 0.418 -2.284  C11 1.040
14 N -1.721 -1.513 -0.114  C2 1.506, H6 1.045, H17 1.059
15 H 0.045 -1.449 -1.407  C2 1.141
16 N 1.262 0.825 0.211  C4 1.453, C5 1.622, H10 1.117
17 H -2.568 -0.877 -0.116  N14 1.059
18 H -0.492 0.540 1.044  C4 1.177



--- 2 ---
Here is the ion C4H10N2OS with charge -2 from OMol25. Energies are from the ωB97M-V functional and the def2-TZVPD basis.

Its net charge is -2. The SMILES is N[C@@H](C[S-])CNC[O-]. The gap between HOMO and LUMO is 5.7 eV.

Last columns: bonded neighbours and bond lengths (Å).
Element x y z (Å)
1 C -1.171 -1.493 -0.377  C5 1.544, H11 1.101, S13 1.803, H17 1.097
2 O 3.402 1.565 0.346  C18 1.347
3 N 1.423 0.265 0.610  C14 1.469, H16 1.011, C18 1.526
4 H -3.085 0.292 0.781  N8 1.012
5 C -1.103 -0.184 0.437  C1 1.544, N8 1.456, H9 1.108, C14 1.603
6 H 3.272 -0.465 -0.075  C18 1.114
7 H 2.536 0.736 -1.216  C18 1.115
8 N -2.258 0.700 0.362  H4 1.012, C5 1.456, H10 1.012
9 H -0.970 -0.450 1.504  C5 1.108
10 H -2.514 0.982 -0.576  N8 1.012
11 H -0.959 -1.189 -1.414  C1 1.101
12 H 0.074 1.668 0.018  C14 1.098
13 S -2.757 -2.345 -0.471  C1 1.803
14 C 0.189 0.584 -0.119  N3 1.469, C5 1.603, H12 1.098, H15 1.078
15 H 0.264 0.343 -1.167  C14 1.078
16 H 1.428 0.757 1.494  N3 1.011
17 H -0.500 -2.272 0.007  C1 1.097
18 C 2.729 0.505 -0.142  O2 1.347, N3 1.526, H6 1.114, H7 1.115



List of relative energies, unit kJ/mol: 1 123.9; 2 0.0



--- 1 ---
Here is the molecule C9H10ClOP from OMol25. Energies are from the ωB97M-V functional and the def2-TZVPD basis.

The SMILES is C=C(Cl)P(OC)c1ccccc1. The gap between HOMO and LUMO is 10.1 eV.

Last columns: bonded neighbours and bond lengths (Å).
Element x y z (Å)
1 C 2.676 1.044 0.224  C4 1.385, C11 1.416, H22 1.127
2 Cl -4.077 0.505 0.143  C9 1.761
3 H -2.434 -3.250 -0.114  C15 1.092
4 C 1.887 0.350 1.127  C1 1.385, H13 1.117, C19 1.416
5 H -2.511 2.949 0.909  C18 1.104
6 C 1.007 0.788 -1.432  C8 1.417, C11 1.368, H20 1.018
7 H -3.360 -2.037 -0.755  C15 1.044
8 C 0.153 0.186 -0.476  C6 1.417, P17 1.855, C19 1.357
9 C -2.419 1.056 -0.079  Cl2 1.761, P17 1.802, C18 1.318
10 H 2.999 1.767 -1.695  C11 1.085
11 C 2.217 1.323 -1.086  C1 1.416, C6 1.368, H10 1.085
12 O -1.759 -1.402 0.243  C15 1.406, P17 1.729
13 H 2.284 0.248 2.166  C4 1.117
14 H -0.882 2.149 0.196  C18 1.050
15 C -2.857 -2.273 0.129  H3 1.092, H7 1.044, O12 1.406, H21 1.097
16 H -0.166 -0.402 1.503  C19 1.093
17 P -1.573 -0.230 -1.014  C8 1.855, C9 1.802, O12 1.729
18 C -1.913 2.181 0.387  H5 1.104, C9 1.318, H14 1.050
19 C 0.524 0.111 0.828  C4 1.416, C8 1.357, H16 1.093
20 H 0.596 0.799 -2.364  C6 1.018
21 H -3.401 -2.487 1.058  C15 1.097
22 H 3.677 1.347 0.645  C1 1.127



--- 2 ---
Here is a cluster of 2 separate species, C9H10ClOP in total from OMol25. Energies are from the ωB97M-V functional and the def2-TZVPD basis.

The SMILES is CP(O)c1ccccc1.C#CCl. The gap between HOMO and LUMO is 9.1 eV.

Last columns: bonded neighbours and bond lengths (Å).
Element x y z (Å)
1 C 2.109 -0.755 -1.028  C6 1.381, C14 1.409, H21 1.065
2 H 0.629 -3.668 -1.625  C15 1.058
3 C -0.068 -0.819 0.002  C6 1.404, C13 1.383, H22 1.121
4 C -3.365 0.456 1.465  Cl8 1.645, C19 1.202
5 H -0.233 3.226 -0.137  C17 1.078
6 C 1.140 -0.152 -0.250  C1 1.381, C3 1.404, P20 1.935
7 O 0.539 1.868 1.702  H18 0.996, P20 1.651
8 Cl -4.309 -0.301 0.349  C4 1.645
9 H 2.881 -2.555 -1.919  C14 1.129
10 H -2.369 1.764 3.067  C19 1.126
11 H 0.703 2.961 -1.572  C17 1.104
12 H -1.049 -2.692 -0.141  C13 1.033
13 C -0.302 -2.081 -0.512  C3 1.383, H12 1.033, C15 1.385
14 C 1.981 -2.106 -1.407  C1 1.409, H9 1.129, C15 1.420
15 C 0.753 -2.753 -1.109  H2 1.058, C13 1.385, C14 1.420
16 H -0.621 1.782 -0.975  C17 1.100
17 C 0.221 2.444 -0.724  H5 1.078, H11 1.104, H16 1.100, P20 1.780
18 H 0.649 1.314 2.522  O7 0.996
19 C -2.804 0.977 2.391  C4 1.202, H10 1.126
20 P 1.433 1.672 0.327  C6 1.935, O7 1.651, C17 1.780
21 H 2.993 -0.161 -1.052  C1 1.065
22 H -0.910 -0.421 0.626  C3 1.121



List of relative energies, unit kJ/mol: 1 0.0; 2 113.1